Entry 1:
9
Properties=species:S:1:pos:R:3:forces:R:3 method="wB97M-V/def2-TZVPD" fmax_ev_per_a=12.39 orbital_gap_ev=7.125 de_lowest_ev=5.367 energy_ha=-552.794799 charge=0 homo_ev=-8.584
C -0.935379 0.889422 0.012142 0.032 12.387 0.231
C -0.445272 -0.335978 0.060578 -3.419 -6.659 -1.357
C 0.855927 -0.626487 -0.170032 9.856 -3.407 2.563
C 2.093522 -0.979329 0.104108 -5.385 0.348 -2.726
H -0.885471 1.304415 1.223885 -0.538 -0.643 -3.415
H -0.062641 1.576585 -0.541120 -2.008 -1.107 1.592
H -1.887056 1.250257 -0.622167 1.865 -1.501 2.157
H 2.998281 -1.667110 -0.073133 -1.747 1.712 0.610
S -1.731907 -1.411779 0.005737 1.345 -1.132 0.344

Entry 2:
103
Properties=species:S:1:pos:R:3:forces:R:3 method="wB97M-V/def2-TZVPD" fmax_ev_per_a=9.65 orbital_gap_ev=5.184 energy_ha=-2065.895463 charge=+1 homo_ev=-10.810
Hf 1.009744 3.829789 -2.406527 -2.465 -4.777 8.015
C -0.711196 1.199079 1.309883 0.674 -0.564 -0.470
C 0.234834 1.215819 0.081203 1.897 0.005 0.235
C 0.119874 0.032779 -0.855187 -1.135 -0.590 0.209
O 0.199244 2.345249 -0.712927 -0.109 4.261 -3.133
H -1.696236 0.855279 0.994283 -0.201 0.161 0.386
H -0.765876 2.062259 1.973233 -0.006 0.517 -0.781
H -0.280466 0.479579 2.006223 -0.161 -0.520 -0.263
H 1.274264 1.206879 0.409233 0.248 -0.381 0.981
H -0.751846 0.162909 -1.496487 0.206 0.198 -0.390
H -0.145806 -0.906921 -0.370937 0.643 -0.210 0.308
H 1.024764 -0.039171 -1.458587 -0.122 -0.240 -0.013
C 2.567084 6.306749 1.009013 0.576 0.294 -0.568
C 3.307704 5.212989 0.241263 -0.916 -0.870 0.220
C 3.423934 3.942179 1.086283 0.314 0.180 0.176
O 2.705484 4.884429 -1.021487 -2.857 -1.416 -3.054
H 2.658774 7.246969 0.465263 -0.106 0.087 0.004
H 3.089024 6.436319 1.957113 -0.162 0.053 0.128
H 1.507494 6.120949 1.184683 0.103 -0.337 -0.025
H 4.337704 5.512959 0.048343 0.001 0.368 -0.243
H 3.919574 3.179369 0.485813 -0.260 -0.194 0.149
H 2.487434 3.609539 1.533973 -0.277 -0.158 -0.516
H 4.058884 4.122209 1.953773 0.253 0.183 -0.037
O -1.114256 3.392949 -3.086867 2.690 1.164 0.214
H -1.676686 3.019019 -3.792827 0.932 0.651 0.234
C -4.093446 -3.825531 -5.645997 1.276 -2.166 1.352
C -4.204226 -4.058281 -4.109327 0.314 1.582 -0.081
C -2.982076 -3.461461 -3.361037 -0.463 -0.058 1.181
O -3.196726 -3.635491 -1.909787 0.636 -0.455 -1.878
C -2.169206 -3.032701 -1.167847 -0.169 0.646 0.241
N -5.366256 -3.282611 -3.738197 -0.701 -0.060 0.816
H -4.733076 -4.486111 -6.231327 -0.560 0.485 0.243
H -3.117536 -4.276621 -5.825467 0.551 0.722 -0.855
H -4.200216 -2.766031 -5.878697 0.144 -0.236 -0.128
H -4.292096 -5.068661 -3.709947 -0.179 -0.273 -0.732
H -2.922196 -2.383481 -3.510937 -0.202 0.415 -0.327
H -2.004246 -3.832731 -3.667797 0.089 -0.574 0.143
H -2.202176 -3.429821 -0.153297 0.126 -0.111 -0.130
H -2.322696 -1.954711 -1.118037 -0.354 0.419 0.176
H -1.165866 -3.086551 -1.590347 0.154 -0.769 -0.199
H -5.590646 -3.470491 -2.771527 -0.223 -0.075 0.260
H -5.024686 -2.332461 -3.712827 -0.390 0.499 -0.124
C 4.576204 0.210219 0.771883 -0.693 0.069 0.097
C 4.314054 -1.059771 1.558903 0.148 -1.248 -0.953
C 3.100164 -1.805201 1.020523 -1.819 0.755 1.347
O 2.844294 -2.961551 1.853893 -0.360 0.559 -1.049
C 1.766504 -3.777741 1.377473 0.973 -0.519 -0.553
N 5.383024 -2.000401 1.431433 1.966 -0.626 0.181
H 5.534214 0.677269 1.000333 -0.090 -0.109 0.011
H 3.759784 0.906139 0.964903 0.049 0.311 0.295
H 4.499374 0.004729 -0.295807 0.416 -0.262 -0.289
H 4.273874 -0.879101 2.633073 -0.662 0.309 -0.031
H 3.108644 -2.018591 -0.048357 0.829 -0.578 -0.164
H 2.257874 -1.114471 1.059963 -0.778 0.094 0.431
H 1.962924 -4.191471 0.388363 0.265 0.506 -0.565
H 0.805244 -3.267491 1.316483 -0.073 0.026 0.478
H 1.779094 -4.714901 1.933953 -0.429 0.454 0.732
H 5.094224 -2.866331 1.863713 0.084 -0.091 0.336
H 5.569114 -2.270871 0.476273 0.005 0.284 -0.356
C 1.141964 -1.179421 5.425743 -0.080 1.795 0.584
C 0.093254 -2.161441 4.962593 1.371 -0.363 -0.907
C -0.589366 -1.688871 3.687603 -1.486 0.160 0.004
O -1.717336 -2.537881 3.381353 0.909 0.568 0.375
C -2.688186 -1.981721 2.536563 -0.831 -0.492 -0.051
N 0.863474 -3.389761 4.811273 -0.706 -0.749 0.044
H 0.679214 -0.196561 5.514883 -0.062 0.250 0.554
H 2.010154 -0.943011 4.810553 -0.177 -0.721 -0.903
H 1.629774 -1.465801 6.357483 -0.563 -0.107 0.190
H -0.706406 -2.273381 5.694783 0.208 -0.129 0.218
H 0.051414 -1.568361 2.814113 0.477 -0.372 -0.075
H -1.000046 -0.696121 3.871693 -0.078 0.385 0.161
H -3.582036 -2.582051 2.706083 0.055 -0.316 -0.422
H -2.418316 -1.987081 1.480513 0.188 -0.169 -0.111
H -3.068656 -0.980881 2.740673 0.659 0.542 0.603
H 1.424154 -3.300701 3.975923 0.290 -0.048 -0.089
H 0.255744 -4.184921 4.675353 -0.103 -0.185 -0.098
O 1.081014 -2.613901 -3.403127 -0.035 0.013 0.137
H 0.765954 -1.733751 -3.608807 -0.122 0.234 0.191
H 1.480404 -2.922041 -4.216617 0.191 -0.263 -0.202
O -4.459016 1.973269 0.698113 -0.327 0.146 0.399
H -3.897386 1.561289 0.041553 0.021 0.073 -0.603
H -4.582416 1.298589 1.365803 -0.104 -0.068 0.231
O -0.852166 -0.220001 -4.069577 0.315 0.183 0.171
H -0.780506 -0.836561 -4.798247 -0.086 -0.351 -0.327
H -1.536916 0.391969 -4.339487 -0.540 0.086 0.018
O 3.004374 2.085769 -1.790767 -0.365 0.639 -1.074
H 3.140084 1.388149 -1.149557 -0.353 -0.289 0.475
H 3.887254 2.374869 -2.021337 0.393 0.303 0.100
O -2.943576 2.596249 3.171863 0.159 0.051 -0.086
H -2.371556 2.073209 3.733523 0.210 -0.099 0.238
H -3.766406 2.656699 3.657173 -0.333 0.120 0.074
O -0.327696 5.237809 -0.988137 1.820 -0.182 -2.471
H -0.714536 5.674069 -1.747257 -0.852 0.615 -0.091
H -0.963686 5.370469 -0.285187 -0.753 -0.647 1.358
O -2.908826 1.370169 -1.491517 -0.310 -0.599 -0.224
H -2.657816 2.032399 -2.135477 0.173 0.517 0.112
H -2.123986 1.244439 -0.958167 0.376 0.225 -0.010
O -1.893136 4.421029 1.130443 0.541 0.698 -0.641
H -2.381346 4.103239 1.889983 -0.407 -0.222 0.376
H -1.377926 3.666999 0.843683 0.083 -0.449 -0.147
O 1.021494 1.668349 -3.703797 1.235 2.072 0.112
H 0.307954 1.030659 -3.682357 -1.121 -0.651 0.215
H 1.646894 1.307669 -4.332297 0.476 0.001 -0.081

Entry 3:
43
Properties=species:S:1:pos:R:3:forces:R:3 method="wB97M-V/def2-TZVPD" fmax_ev_per_a=3.33 orbital_gap_ev=5.920 energy_ha=-1974.749637 charge=+1 homo_ev=-11.084
Ca -2.715955 2.230062 1.031275 1.777 -2.481 1.341
N 0.163697 0.348706 0.101454 -0.414 -0.848 -0.073
O -0.286428 -0.053146 -0.980447 0.368 0.263 0.493
O -0.513536 1.220279 0.748187 -0.307 0.900 0.147
O 1.193120 -0.103459 0.620505 -0.948 0.660 -0.379
C -2.710727 -2.196469 -1.761489 0.707 -0.110 -0.467
O -1.449801 -2.676375 -1.258582 -0.583 0.193 0.195
H -2.476455 -1.517617 -2.582347 -0.466 0.147 -0.005
H -3.279483 -3.036085 -2.151536 0.087 -0.099 0.035
H -3.296610 -1.713091 -0.975074 -0.043 0.146 -0.250
H -0.906564 -1.883242 -1.162371 0.390 -0.057 -0.271
C -3.252580 -1.366110 1.796376 -0.297 -1.728 0.548
O -3.075211 -0.187881 1.445147 -0.183 1.492 -0.557
N -2.615401 -2.407984 1.210274 0.070 1.949 0.462
N -4.102933 -1.704259 2.803934 0.399 0.396 -0.600
H -1.992609 -2.137478 0.458933 0.119 -0.819 0.002
H -2.878381 -3.366820 1.318299 -0.060 -0.131 0.051
H -4.002932 -2.605874 3.228533 -0.311 -0.030 0.198
H -4.700248 -0.997927 3.186552 0.013 -0.058 0.279
C -0.777122 2.126635 3.955472 0.854 0.323 0.192
O -1.781893 2.212293 3.209569 -0.852 0.343 -0.824
N -0.819996 2.508318 5.251470 0.124 -0.300 -0.538
N 0.411504 1.688669 3.481545 -1.835 0.379 0.036
H -1.627145 2.947525 5.651393 -0.101 -0.030 -0.079
H 0.031292 2.463891 5.776304 -0.037 0.085 0.355
H 1.220356 1.710025 4.065627 0.433 -0.230 -0.238
H 0.353584 1.433225 2.499256 0.730 -0.222 0.067
C 2.003611 1.522091 -4.557400 -0.009 -0.337 -0.972
O 1.584200 1.333736 -5.695764 0.029 0.233 0.621
N 1.383472 0.980201 -3.467683 -0.279 0.545 -0.504
N 3.111832 2.262659 -4.311261 0.324 0.406 0.057
H 1.825480 0.946839 -2.574190 -0.080 -0.353 0.205
H 0.577622 0.442818 -3.730594 0.094 -0.302 0.514
H 3.594309 2.654617 -5.098066 -0.030 -0.093 -0.073
H 3.487429 2.435729 -3.400231 -0.013 -0.119 0.125
C 3.934387 -0.735570 -1.398190 2.192 -1.230 -0.036
O 4.960284 -0.895405 -2.060607 -1.169 0.098 0.323
N 2.825269 -1.513806 -1.454122 -0.789 0.587 -0.093
N 3.916393 0.133592 -0.338769 -0.210 0.952 0.184
H 2.056122 -1.196731 -0.887185 -0.050 -0.625 0.028
H 2.794748 -2.404328 -1.906586 0.170 0.105 -0.396
H 3.055738 0.502401 0.027405 0.172 -0.200 0.188
H 4.777566 0.595349 -0.115013 0.016 0.197 -0.294

Entry 4:
22
Properties=species:S:1:pos:R:3:forces:R:3 method="wB97M-V/def2-TZVPD" fmax_ev_per_a=0.81 orbital_gap_ev=9.956 de_lowest_ev=3.694 energy_ha=-560.043943 charge=+2 homo_ev=-17.479
Ba 0.359018 0.717592 0.304060 -0.149 -0.442 -0.216
O 4.269528 -0.312958 0.944570 -0.698 0.236 -0.118
H 4.701838 -1.077078 0.563180 0.149 -0.250 -0.166
H 4.802028 -0.092508 1.708810 0.210 0.115 0.252
O -2.434112 2.776702 -1.740790 0.496 -0.419 0.401
H -3.100232 2.275772 -2.211530 -0.239 -0.146 -0.178
H -2.643462 3.691382 -1.929920 -0.005 0.360 -0.040
O 0.074438 -1.992388 3.184810 0.081 0.533 -0.602
H -0.756302 -2.438968 3.348190 -0.275 -0.206 0.037
H 0.494888 -1.945998 4.043470 0.217 -0.035 0.290
O 1.115448 -2.384618 -2.269060 -0.156 0.532 0.445
H 1.882038 -2.878228 -2.560470 0.301 -0.132 -0.063
H 0.386198 -2.760818 -2.761900 -0.245 -0.140 -0.172
O 2.527388 2.061222 -2.759960 -0.442 -0.223 0.594
H 3.466818 2.238062 -2.809240 0.338 0.089 0.043
H 2.250858 1.976922 -3.672460 -0.124 0.002 -0.317
O -2.772602 -1.804268 -0.369000 0.579 0.438 0.067
H -3.709532 -1.611868 -0.406210 -0.328 0.098 -0.036
H -2.727132 -2.732248 -0.138740 0.024 -0.338 0.026
O -2.512762 1.880562 2.935610 0.520 -0.222 -0.507
H -3.064772 2.630382 2.713640 -0.239 0.241 -0.076
H -2.609582 1.783352 3.882930 -0.016 -0.090 0.335

Entry 5:
20
Properties=species:S:1:pos:R:3:forces:R:3 method="wB97M-V/def2-TZVPD" fmax_ev_per_a=3.27 orbital_gap_ev=7.360 de_lowest_ev=1.792 energy_ha=-675.168284 charge=-1 homo_ev=-4.316
C 3.175136 0.523181 -0.109881 1.728 0.200 0.304
C -1.730400 0.605426 0.233799 0.650 0.802 2.493
C -0.512188 0.446976 1.200180 -1.752 2.024 1.883
C -1.218273 0.475582 -1.136263 1.427 0.065 -1.040
C -0.216269 -0.962900 1.403370 1.437 -2.511 -0.261
C -0.566693 -0.885001 -1.559605 0.177 1.617 -0.991
O 3.550964 0.868096 1.017024 -0.633 0.044 0.954
O 3.650489 0.863632 -1.194011 -0.439 0.105 -1.213
Si 0.269187 -1.907539 -0.198040 0.475 -0.465 0.111
H -2.372924 -0.235047 0.484348 -0.683 0.124 0.033
H -2.255334 1.606646 0.404917 0.548 -1.383 -0.307
H 0.363095 0.931160 0.824726 0.599 0.417 -0.607
H -0.650790 0.976772 2.199527 -0.290 -0.493 -1.006
H -2.049264 0.699253 -1.769075 -0.252 0.432 -1.123
H -0.383105 1.218216 -1.209503 -0.942 -0.211 -0.450
H 0.625289 -1.174946 2.068374 0.608 0.498 -0.149
H -0.898200 -1.621850 1.941314 -1.094 0.229 -0.152
H -1.326665 -1.544316 -2.024022 0.190 0.028 0.221
H 0.120140 -0.577286 -2.440044 -0.744 -0.987 1.380
H 2.425796 -0.306054 -0.137142 -1.012 -0.536 -0.080